{"formula": "C12H23ClINO3PTi", "method": "ωB97M-V/def2-TZVPD", "symbols": ["C", "C", "H", "H", "H", "O", "I", "Ti", "P", "C", "C", "H", "H", "H", "C", "H", "H", "H", "H", "H", "H", "C", "O", "Cl", "O", "C", "C", "C", "C", "C", "C", "N", "H", "H", "H", "H", "H", "H", "H", "H", "H", "H", "H"], "positions_angstrom": [[0.6670, 2.9861, 0.7440], [-0.7074, 2.4168, 0.6613], [0.6954, 3.6500, 1.6154], [0.9207, 3.5834, -0.1433], [1.4507, 2.2139, 0.8686], [-1.5759, 2.6701, 1.4618], [-2.2183, -0.8111, -1.9151], [-0.0503, 0.5780, -0.7849], [-1.3876, 2.4312, -1.9427], [-3.1942, 2.6067, -1.8227], [-0.9099, 4.1782, -1.8095], [-0.1668, 1.8505, -3.9645], [-1.5233, 2.9864, -4.2655], [-1.8502, 1.2396, -4.0118], [-1.2109, 2.0832, -3.7264], [0.1649, 4.2876, -1.9949], [-1.4761, 4.7275, -2.5735], [-3.4749, 3.4108, -2.5181], [-3.4806, 2.8822, -0.8013], [-1.1661, 4.5603, -0.8132], [-3.6926, 1.6762, -2.1162], [-2.1906, 0.6895, 0.1943], [-3.2184, 0.7815, 0.7362], [1.8046, 0.7979, -2.0401], [0.4308, -0.4637, 0.7075], [1.0695, -1.4240, 1.2675], [0.5532, -2.0858, 2.5017], [0.0919, -3.5151, 2.2328], [1.2466, -4.5128, 2.1787], [2.2051, -4.2860, 1.0156], [2.9898, -2.9796, 1.1046], [2.1914, -1.8169, 0.7024], [1.3743, -2.0685, 3.2352], [-0.2773, -1.4774, 2.8759], [-0.5961, -3.8131, 3.0331], [-0.4816, -3.5696, 1.2975], [1.8061, -4.4740, 3.1271], [0.8329, -5.5272, 2.0943], [2.9424, -5.0946, 0.9960], [1.6603, -4.3251, 0.0692], [3.3517, -2.8171, 2.1351], [3.8563, -3.0169, 0.4370], [2.5434, -1.2090, -0.0489]], "homo_energy_ev": [-15.71, -15.83], "e_above_lowest_kcal_mol": 0.0, "multiplicity": 2, "charge": 2, "e_lumo_ev": [-8.52, -9.64], "energy_ha": -2699.70672, "gap_ev": [7.2, 6.2]}

{"formula": "C10H12BClN4O10", "method": "ωB97M-V/def2-TZVPD", "symbols": ["N", "C", "C", "C", "N", "C", "O", "O", "C", "N", "C", "N", "Cl", "H", "H", "H", "H", "H", "H", "H", "H", "H", "H", "H", "H", "B", "O", "C", "O", "C", "O", "O", "O", "C", "O", "C", "O", "O"], "positions_angstrom": [[0.4152, 1.8452, -0.8039], [-0.0935, 0.4118, -0.7368], [-1.7084, 0.4689, -0.5956], [-2.4212, -0.1151, -1.9165], [-1.8286, -1.4500, -2.3439], [-2.7840, -2.2172, -2.8074], [-3.5107, -3.0145, -3.4350], [-3.8585, -0.3321, -1.8047], [-4.4603, 0.4157, -0.7139], [-4.6659, 1.8788, -1.0485], [-3.7355, 0.1868, 0.7100], [-2.2782, -0.2785, 0.5823], [-1.5378, 0.1108, 2.1027], [0.1833, 2.3489, 0.0707], [-0.1479, 2.3292, -1.5354], [0.2741, -0.0706, -1.7266], [0.4546, -0.1420, 0.1083], [-1.9760, 1.5885, -0.4203], [-2.2504, 0.6297, -2.7947], [-5.5391, -0.0046, -0.5958], [-5.2851, 1.8640, -1.8806], [-3.7763, 2.3052, -1.3622], [-3.6903, 1.2047, 1.2698], [-4.3028, -0.5588, 1.3707], [-2.3167, -1.2932, 0.3720], [4.6816, -0.6256, 1.5340], [4.9561, 0.6401, 2.2307], [6.0847, 1.1360, 1.7144], [6.5940, 2.1735, 2.0647], [6.5875, 0.2350, 0.6789], [7.5868, 0.3945, 0.0202], [5.7670, -0.8136, 0.5602], [4.6255, -1.7483, 2.4842], [3.4142, -2.2943, 2.3735], [3.0326, -3.2436, 3.0172], [2.6389, -1.5697, 1.3669], [1.4995, -1.8139, 1.0297], [3.3714, -0.5817, 0.8605]], "homo_energy_ev": -9.04, "e_above_lowest_kcal_mol": 0.0, "charge": 0, "e_lumo_ev": -2.57, "energy_ha": -1844.76350, "gap_ev": 6.5}

{"formula": "C4H11N2O", "method": "ωB97M-V/def2-TZVPD", "symbols": ["C", "C", "C", "N", "N", "C", "O", "H", "H", "H", "H", "H", "H", "H", "H", "H", "H", "H"], "positions_angstrom": [[1.4963, -0.3215, 0.0128], [0.0162, 0.0439, 0.0490], [-0.2004, 1.5558, 0.0845], [0.3108, 2.2487, 1.2808], [-0.7318, -0.5320, -1.0667], [-1.4329, -1.8154, -0.6273], [-0.6294, -2.7519, -0.1468], [1.5752, -1.4092, -0.0471], [1.9740, 0.1120, -0.8754], [2.0243, 0.0172, 0.9075], [-0.3948, -0.3744, 0.9783], [-1.2664, 1.7604, -0.0070], [0.2628, 2.0144, -0.7989], [1.3172, 2.1110, 1.3352], [-0.0758, 1.7806, 2.0998], [-0.0556, -0.8874, -1.7421], [-1.9966, -2.1004, -1.5497], [-2.1931, -1.4519, 0.1131]], "homo_energy_ev": -2.59, "e_above_lowest_kcal_mol": 14.6, "smiles": "C[C@@H](CN)NC[O-]", "charge": -1, "e_lumo_ev": 4.10, "energy_ha": -343.74790, "gap_ev": 6.7}